#i
A gas-phase ion, C3H9NO2P (charge -1), computed with wB97M-V/def2-TZVPD.

Results
HOMO energy: -3.51 eV
Kohn-Sham gap: 7.381 eV
LUMO: 0.1422 Ha
Net charge: -1
SMILES: CN(C)[P@@](C)(=O)[O-]

Atoms and positions in Å:
C1 -0.4788 -1.2402 -0.9209
N1 -0.5772 0.0571 -0.1887
C2 -1.8493 0.6526 0.1734
P1 0.8266 0.9753 -0.0623
C3 1.8347 -0.2539 0.9898
O1 1.7477 0.8842 -1.8579
O2 0.5089 2.2054 0.6277
H1 -0.9253 -1.0915 -1.9606
H2 0.6185 -1.5299 -0.8424
H3 -1.1468 -2.0566 -0.3470
H4 -1.5944 1.7724 0.1551
H5 -2.7479 0.3289 -0.2808
H6 -2.1343 0.4182 1.3254
H7 1.2063 -0.4316 1.8785
H8 1.9689 -1.0895 0.3096
H9 2.7425 0.3989 1.0012

=====

#ii
A molecular structure, C3H9NO2P, computed with wB97M-V/def2-TZVPD.

Results
HOMO energy: -3.41 eV
Kohn-Sham gap: 7.671 eV
LUMO: 0.1565 Ha
Net charge: -1

Atoms and positions in Å:
C1 1.7894 0.4894 1.4940
C2 -1.3182 -0.1529 -2.1275
C3 0.6217 0.8253 0.6561
N1 -1.6965 -0.1643 -0.7318
O1 0.6515 -1.5895 -0.5161
O2 -1.2089 -1.3337 1.4485
P1 -0.4885 -0.7418 0.0644
H1 1.6121 0.1088 2.5035
H2 2.2187 -0.3498 0.9940
H3 2.6131 1.2837 1.6108
H4 -0.4328 -0.6515 -2.2404
H5 -1.1978 0.9593 -2.3370
H6 -2.1531 -0.4355 -2.7285
H7 0.9828 1.0795 -0.3997
H8 0.0274 1.6272 0.9416
H9 -2.0210 -0.9542 1.3681

=====

#ii wins, 0.0800 hartree ahead of the next structure.

=====

#i
A gas-phase ion, C4H11N2S (charge -1), computed with wB97M-V/def2-TZVPD.

Results
HOMO energy: -2.20 eV
Kohn-Sham gap: 5.439 eV
LUMO: 0.1190 Ha
Net charge: -1
SMILES: NCCNCC[S-]

Atoms and positions in Å:
N1 -2.5641 0.1409 0.7891
C1 -1.4311 -0.2550 1.6610
C2 -0.1926 -0.6593 0.8635
N2 0.1115 0.3038 -0.1896
C3 1.4786 0.0466 -0.7396
C4 1.6602 0.6441 -2.1213
S1 3.3895 0.8941 -2.5641
H1 -2.5959 -0.5096 0.0080
H2 -3.4127 -0.0163 1.3229
H3 -1.1745 0.6424 2.2373
H4 -1.7484 -1.0546 2.3302
H5 -0.3247 -1.6324 0.3736
H6 0.6213 -0.6981 1.5936
H7 0.1832 1.2255 0.2433
H8 1.5995 -1.0314 -0.7901
H9 2.2119 0.4676 -0.0452
H10 1.0392 1.5349 -2.1509
H11 1.1491 -0.0431 -2.8217

=====

#ii
A gas-phase ion, C4H11N2S (charge -1), computed with wB97M-V/def2-TZVPD.

Results
HOMO energy: -2.44 eV
Kohn-Sham gap: 5.921 eV
LUMO: 0.1281 Ha
Net charge: -1
SMILES: NCCNCC[S-]

Atoms and positions in Å:
N1 1.1320 2.8669 -1.4786
C1 1.6009 2.5892 -0.2251
C2 1.8225 0.9705 -0.2624
N2 0.5128 0.3115 -0.3744
C3 -0.2524 -0.4772 0.5886
C4 -1.5541 -0.9928 0.0959
S1 -1.7535 -2.7728 0.9476
H1 1.8660 2.8084 -2.1389
H2 0.5823 2.0465 -1.6552
H3 2.6003 2.8563 -0.0393
H4 1.0615 2.6582 0.6571
H5 2.1857 0.5636 0.6537
H6 2.5581 0.6763 -1.0192
H7 0.1583 0.5038 -1.3963
H8 -0.5283 0.2089 1.3734
H9 0.3749 -1.2728 1.0142
H10 -1.5712 -1.1856 -0.9868
H11 -2.4473 -0.2859 0.1649

=====

#i wins, 0.0731 hartree ahead of the next structure.

=====

#i
9 unconnected molecules or ions with the total composition H17O9, computed with wB97M-V/def2-TZVPD.

Results
HOMO energy: -5.93 eV
Kohn-Sham gap: 9.006 eV
LUMO: 0.1131 Ha
Net charge: -1

Atoms and positions in Å:
O1 1.0107 -1.2617 -1.1458
H1 -0.7947 1.7678 2.7960
H2 -2.8428 -0.1244 2.2556
O2 -1.6982 0.1893 -3.5446
H3 -1.0181 -0.3197 -3.1041
O3 -0.2365 2.2343 0.2129
H4 0.0923 3.1311 0.0823
H5 -1.6879 1.9396 1.4923
O4 3.7197 -1.2732 -0.9461
H6 0.7039 -1.8399 1.5270
H7 3.2349 -2.0105 -0.5688
O5 -3.4010 -0.5409 1.5885
H8 0.8067 -1.2052 -0.2226
H9 2.9794 -0.7480 -1.2862
O6 0.0697 -2.3728 2.0256
H10 0.0446 1.8961 -0.7954
H11 0.5752 -2.8178 2.7093
O7 -1.6592 1.6547 2.4133
H12 -2.8665 -0.4014 0.8062
H13 -1.8718 0.9803 -3.0360
O8 1.6087 -0.0268 1.1662
H14 1.5120 0.3984 0.3092
H15 1.0564 0.3774 1.8288
O9 0.3088 1.1436 -1.9375
H16 1.0878 1.4742 -2.3890
H17 0.9197 -0.4029 -1.6193

=====

#ii
9 unconnected molecules or ions with the total composition H17O9, computed with wB97M-V/def2-TZVPD.

Results
HOMO energy: -6.54 eV
Kohn-Sham gap: 9.810 eV
LUMO: 0.1200 Ha
Net charge: -1

Atoms and positions in Å:
O1 -1.1293 -0.3526 -4.0633
H1 -1.3106 -0.3351 3.7769
H2 -0.1175 1.2710 1.3182
O2 -3.0179 -2.1209 -1.2442
H3 -0.5945 -1.7974 -0.2637
O3 3.7193 1.4334 0.0892
H4 3.6439 2.3833 -0.0067
H5 3.1975 1.0909 -0.6768
O4 -0.9012 -0.9138 -0.0640
H6 1.5936 -1.7108 3.3804
H7 0.2942 -0.0644 1.0754
O5 0.3925 0.6021 1.7993
H8 -0.7117 -0.5300 -3.2126
H9 -0.7079 -0.1541 -0.7651
O6 0.6508 -1.8863 3.3504
H10 -0.4703 1.8279 -1.2574
H11 -3.1984 -1.9696 -0.3103
O7 -1.5824 0.5828 3.9066
H12 -1.2137 0.9581 3.0886
H13 -2.4912 -1.3412 -1.4445
O8 2.1345 1.4663 -1.9691
H14 1.1402 1.1616 -1.7839
H15 2.0912 1.3100 -2.9205
O9 -0.3270 0.9509 -1.6192
H16 0.3256 -1.5751 2.5005
H17 -0.9870 0.5969 -4.1372

=====

#ii wins, 0.0113 hartree ahead of the next structure.

=====

#i
2 unconnected molecules or ions with the total composition C2H3O2S2, computed with wB97M-V/def2-TZVPD.

Results
HOMO energy (alpha / beta): -4.45 / -3.14 eV
Kohn-Sham gap (alpha / beta): 7.506 / 6.438 eV
LUMO (alpha / beta): 0.1123 / 0.1213 Ha
Net charge: -1

Atoms and positions in Å:
C1 0.5722 -1.3288 -0.4118
C2 -1.7067 0.5369 0.1745
O1 1.6062 1.0268 -1.3342
O2 0.9871 0.7873 1.0622
S1 1.1596 -2.7873 -0.4376
S2 1.7446 0.1950 -0.0921
H1 -1.9867 -0.0749 0.9921
H2 -1.4013 1.5767 0.4242
H3 -0.9750 0.0682 -0.3774

=====

#ii
A gas-phase ion, C2H3O2S2 (charge -1), computed with wB97M-V/def2-TZVPD.

Results
HOMO energy: -3.50 eV
Kohn-Sham gap: 6.937 eV
LUMO: 0.1262 Ha
Net charge: -1

Atoms and positions in Å:
C1 -0.0461 0.0022 1.2117
C2 0.7292 0.0191 -0.0266
O1 -1.5015 -1.1236 -1.4077
O2 -0.5674 1.0354 -2.1886
S1 1.6358 -0.7001 1.5107
S2 -0.3230 -0.3797 -1.8763
H1 -0.3136 0.9253 1.7330
H2 -0.8211 -0.7525 1.2846
H3 1.2077 0.9739 -0.2408

=====

#ii wins, 0.1211 hartree ahead of the next structure.

=====

#i
A single C2H5N2P molecule, computed with wB97M-V/def2-TZVPD.

Results
HOMO energy: -9.13 eV
Kohn-Sham gap: 10.187 eV
LUMO: 0.0387 Ha
SMILES: C1=NCNP1

Atoms and positions in Å:
C1 0.3601 -1.1396 0.7627
N1 -0.5766 -0.4039 1.0516
C2 -0.8916 0.6997 0.2271
N2 0.2262 0.8775 -0.7367
P1 1.4508 -0.3526 -0.8602
H1 0.5844 -2.0153 1.2738
H2 -1.7592 0.2625 -0.3280
H3 -0.9563 1.5605 0.8453
H4 0.8035 1.6924 -0.5672
H5 0.7585 -1.1811 -1.6684

=====

#ii
A single C2H5N2P molecule, computed with wB97M-V/def2-TZVPD.

Results
HOMO energy (alpha / beta): -8.94 / -7.75 eV
Kohn-Sham gap (alpha / beta): 8.590 / 7.274 eV
LUMO (alpha / beta): -0.0130 / -0.0173 Ha

Atoms and positions in Å:
C1 -0.8133 -1.1223 -0.1278
C2 -0.6444 0.4487 -0.0584
N1 0.1166 -1.9842 0.0017
N2 0.6891 0.9233 -0.4642
P1 2.0380 0.0940 0.0960
H1 -1.9052 -1.3713 -0.0407
H2 -1.3697 1.1446 -0.4775
H3 -0.6170 0.4806 0.9453
H4 0.9183 1.2695 -1.4125
H5 1.5875 0.1172 1.5382

=====

#i wins, 0.0630 hartree ahead of the next structure.

=====

#i
A single C2H5N2P molecule, computed with wB97M-V/def2-TZVPD.

Results
HOMO energy: -9.38 eV
Kohn-Sham gap: 10.125 eV
LUMO: 0.0273 Ha

Atoms and positions in Å:
C1 -0.2390 -1.1808 0.1062
C2 0.2537 0.2753 -0.2440
N1 -1.6446 -1.2684 -0.1265
N2 -1.4833 1.2868 -0.0715
P1 -2.4840 0.0107 0.0248
H1 0.4448 -1.9114 -0.5998
H2 -0.1172 -1.5684 1.0682
H3 1.0386 0.8627 0.3759
H4 0.4233 0.5747 -1.2505
H5 -1.3534 1.9929 0.6468

=====

#ii
A single C2H5N2P molecule, computed with wB97M-V/def2-TZVPD.

Results
HOMO energy: -8.73 eV
Kohn-Sham gap: 9.366 eV
LUMO: 0.0233 Ha
SMILES: C1CNP=N1

Atoms and positions in Å:
C1 0.1807 -1.0646 0.1054
C2 0.5862 0.3844 -0.1640
N1 -0.5502 1.1206 0.1553
P1 -1.9407 0.2483 -0.0384
N2 -1.2228 -1.1393 -0.0663
H1 0.7667 -1.6211 -0.5891
H2 0.4509 -1.2647 1.1375
H3 1.3572 0.6992 0.4501
H4 0.8114 0.4552 -1.3181
H5 -0.4394 2.1820 0.3275

=====

#ii wins, 0.0654 hartree ahead of the next structure.